# 1
C17H29BrFN4O4 | ωB97M-V/def2-TZVPD

Values from the calculation:
HOMO, eV: -11.038
Gap between HOMO and LUMO, eV: 5.727

```
! wB97M-V def2-TZVPD RIJCOSX def2/J DEFGRID3
* xyz 1 1
C -2.950 -1.675 0.208
C -5.985 -0.260 0.948
N -0.134 1.868 -3.808
H 0.784 1.477 -1.981
H -8.838 -1.955 0.400
H -1.101 1.901 -3.533
H 4.236 3.125 4.115
H 5.849 2.885 3.420
O -0.709 -1.334 0.938
H 2.568 2.109 2.843
H -3.713 -0.457 -1.300
H -2.537 -2.169 -0.673
C 3.032 -1.295 -0.991
H 1.872 -1.884 0.716
H 4.087 -1.884 1.410
C 4.785 -2.131 0.616
H 4.809 -2.010 -1.508
H 1.596 3.235 -6.327
H 1.184 -0.569 -0.240
O -0.774 3.199 -5.490
C 5.146 2.538 4.178
H 2.559 -0.241 0.821
C -5.246 -0.829 -0.047
H -5.129 -2.197 -1.688
H 5.666 0.484 4.012
C 0.791 1.085 -3.001
C -1.865 -1.319 1.234
O 2.705 -1.087 -2.153
F -2.317 -1.048 2.459
C 0.127 2.596 -4.930
C 1.548 2.619 -5.435
C 3.701 0.513 3.728
H 0.454 0.049 -2.984
H 2.211 3.045 -4.680
H -7.894 -0.208 1.884
C -7.302 -0.665 1.099
H 2.312 1.901 4.597
C -7.070 -2.172 -0.760
C -5.763 -1.770 -0.910
O 3.649 -0.700 3.577
C 2.469 1.383 3.651
C -7.813 -1.620 0.262
H 1.802 1.119 -3.387
H 1.606 0.754 3.451
Br -3.282 1.177 0.415
H 5.594 2.678 5.162
N -3.796 -0.501 -0.282
H -7.449 -2.924 -1.444
H -3.616 -2.405 0.680
N 4.242 -1.821 -0.696
H 1.876 1.610 -5.688
H 5.018 -3.195 0.659
H 5.705 -1.562 0.759
C 2.105 -0.978 0.157
H -5.575 0.481 1.626
N 4.887 1.123 3.973
*
```

---

# 2
C17H29FNO2P2Re | ωB97M-V/def2-TZVPD

Values from the calculation:
<S²>: 3.812
HOMO (spin up / spin down), eV: -10.290 / -11.796
Gap between HOMO and LUMO (spin up / spin down), eV: 7.513 / 6.518

```
! wB97M-V def2-TZVPD RIJCOSX def2/J DEFGRID3
* xyz 1 4
Re -0.136 0.222 0.092
H -4.596 0.031 -0.557
C -0.077 -0.890 1.770
H -2.846 -0.440 -3.033
H 1.364 2.874 1.976
H -1.140 -4.096 -5.142
C 1.786 2.509 -1.098
H -2.100 -0.349 2.367
O -0.716 -4.444 -4.402
H 0.608 -5.075 0.578
H 0.970 -0.808 -0.756
H -1.860 -1.156 4.709
H 1.905 -5.060 -0.184
C 2.191 2.178 1.790
C -2.103 -0.084 -2.318
H 4.267 1.240 -0.189
P -2.212 -0.460 -0.570
H -2.977 -2.407 0.630
H 1.479 3.465 -0.644
C -3.730 0.384 0.020
C 1.126 -1.508 2.228
F 0.313 -2.224 5.708
H -3.617 1.466 -0.122
H 3.137 2.733 1.720
C -1.080 0.749 -2.784
H -3.495 -2.446 -1.094
H 2.192 -2.405 3.887
C 3.496 0.465 -0.074
N -0.106 1.151 -1.865
H 2.796 2.646 -1.508
C 1.264 -1.948 3.545
H -1.645 0.798 -4.849
C -1.030 -1.242 4.010
H 1.684 3.314 -3.681
C -1.160 -0.802 2.691
C -0.936 1.196 -4.125
C 0.054 2.094 -4.466
H -0.910 1.683 0.451
H 3.439 -0.132 -0.992
P 1.883 1.240 0.262
C 0.826 2.073 -2.181
H 2.246 1.464 2.621
H -3.883 0.175 1.086
C -2.671 -2.215 -0.407
H 0.230 -4.277 -4.553
C 0.911 2.577 -3.477
H 0.176 -0.900 -0.971
H -1.808 -2.848 -0.649
H 0.172 2.427 -5.495
H 1.947 -1.650 1.521
C 0.182 -1.800 4.409
O 1.466 -5.521 0.483
H 3.759 -0.191 0.766
*
```

---

# 3
C17H29MnOSe2Te2 | ωB97M-V/def2-TZVPD

Values from the calculation:
<S²>: 6.144
HOMO (spin up / spin down), eV: -0.448 / -0.453
Energy above the lowest of the compared OMol25 structures with the same formula, charge and spin, kcal/mol: 0.0
Gap between HOMO and LUMO (spin up / spin down), eV: 4.855 / 4.864

```
! wB97M-V def2-TZVPD RIJCOSX def2/J DEFGRID3
* xyz -2 5
Mn -0.002 0.139 -0.161
H 1.863 -2.390 2.236
O -1.230 1.250 -0.510
H 4.300 2.913 0.026
Se 1.412 -2.210 -0.676
H 3.040 -0.604 1.038
H 1.260 2.299 -2.135
H 3.617 -0.507 -1.349
H 3.348 -1.620 2.804
C 2.317 -1.857 3.073
H -0.432 -1.483 3.089
C -0.163 2.533 4.181
H 4.272 3.149 -1.736
Te 0.058 -4.183 -1.460
C 2.162 1.249 0.226
H 0.784 3.076 4.255
C -0.814 3.565 2.039
H 0.291 -1.892 4.655
C 2.342 0.208 1.153
C -0.502 2.221 2.717
H 2.915 3.702 -0.734
H -2.076 1.232 1.610
H 2.349 -2.522 3.944
C 0.662 1.537 1.979
C 1.520 -0.595 3.434
C 1.128 2.060 0.745
H 2.654 1.864 -3.152
C 2.276 0.081 4.593
H 0.059 4.223 2.023
C 3.658 2.912 -0.859
C 0.153 -1.090 3.923
Se -2.213 -1.042 -0.356
H 3.300 0.302 4.283
H 4.633 0.713 -2.136
C 1.437 0.352 2.233
H -0.089 1.634 4.791
H -2.622 2.016 3.108
C 4.058 0.485 -1.232
H 1.814 1.018 4.897
Te -2.330 -3.611 -0.231
H -1.613 4.068 2.593
H 1.637 0.600 -2.444
C -1.818 1.426 2.650
H 0.738 2.936 0.256
H 2.317 -0.586 5.463
C 2.977 1.544 -1.022
H -0.951 3.157 4.617
H -1.157 3.393 1.017
H -0.424 -0.305 4.407
H 4.747 0.458 -0.384
C 2.077 1.585 -2.263
H -1.767 0.474 3.169
*
```

---

# 4
C17H29N5O7 | ωB97M-V/def2-TZVPD

Values from the calculation:
HOMO, eV: -8.857
Energy above the lowest of the compared OMol25 structures with the same formula, charge and spin, kcal/mol: 3.9
Gap between HOMO and LUMO, eV: 9.480

```
! wB97M-V def2-TZVPD RIJCOSX def2/J DEFGRID3
* xyz 0 1
C 1.148 0.749 -0.634
H -3.494 2.488 1.691
C 2.373 -1.450 -0.620
C 1.083 -2.849 1.857
H 2.123 -3.953 -0.894
O 2.080 -3.734 1.919
H -2.255 -0.946 0.627
H -4.126 -2.536 -2.193
H 1.622 -1.906 -2.516
C -3.017 0.481 -1.661
C 1.500 2.051 0.096
C 1.062 2.043 1.573
O -2.736 0.829 0.682
C -0.727 -1.962 1.153
H 0.773 5.052 -1.026
H 2.817 -3.320 2.386
H -2.816 1.175 2.685
H -3.690 -1.338 -3.435
H -0.468 0.643 1.900
O -3.793 -0.677 -1.470
C -3.492 -1.680 -2.413
C 3.034 2.055 0.042
H -4.323 1.609 -0.387
C -3.252 1.418 -0.510
O 0.875 3.075 -0.651
H 3.517 0.322 1.295
C 0.071 -3.926 -0.216
C 3.404 0.586 0.241
H 0.613 4.648 0.690
O -1.278 3.703 1.797
H 0.202 0.336 -0.284
N 2.271 -0.133 -0.346
C 1.288 -2.083 -1.489
H -0.922 -3.817 -0.652
H 4.325 0.300 -0.264
H 1.694 1.344 2.123
N -0.304 1.642 1.771
H -3.287 0.984 -2.599
C -2.693 1.753 1.767
H 0.174 -4.951 0.136
H -2.441 -1.984 -2.339
H 1.219 3.035 1.997
H 2.215 4.578 -0.113
C 1.141 4.405 -0.233
H 3.488 2.698 0.797
H 0.914 -4.112 -2.161
H 0.329 -1.570 -1.388
N 0.093 -3.030 0.931
N -0.297 -1.220 2.122
H 3.348 2.401 -0.945
H -1.949 0.223 -1.712
O -1.804 -1.791 0.396
H -2.738 2.366 -0.707
C 1.156 -3.585 -1.237
H 1.064 0.976 -1.700
N 0.893 -1.801 2.585
C -1.349 2.484 1.789
O 3.345 -2.099 -0.257
*
```